This record from the Open Molecules 2025 dataset describes a structure of composition C32H27F4N4PbS2Te. The level of theory is wB97M-V/def2-TZVPD.

Properties
- calculated total energy (Ha) = -3111.093547
- total charge = +1
- maximum force (eV Å⁻¹) = 0.70

Cartesian coordinates (Å):
Pb 0.721 -1.145 0.863
C -1.489 2.225 -0.409
C -0.021 2.114 -0.792
N 0.827 1.481 0.232
C 0.653 2.052 1.586
C 1.003 3.532 1.740
C 2.214 1.507 -0.232
C 3.236 0.900 0.730
N 2.721 -0.269 1.435
C 3.264 -0.606 2.666
C 2.469 -1.002 3.742
F 1.116 -1.024 3.578
C 2.983 -1.352 4.970
F 2.134 -1.713 5.936
C 4.338 -1.314 5.212
C 5.149 -0.917 4.171
F 6.474 -0.886 4.336
C 4.637 -0.585 2.936
F 5.489 -0.276 1.947
H -2.071 2.474 -1.300
H -1.876 1.285 -0.001
H -1.662 3.012 0.328
H 0.081 1.523 -1.705
H 0.366 3.112 -1.033
H -0.384 1.887 1.881
H 1.264 1.459 2.267
H 0.358 4.175 1.135
H 0.876 3.825 2.785
H 2.042 3.737 1.468
H 2.232 0.971 -1.188
H 2.544 2.528 -0.454
H 4.110 0.669 0.119
H 3.554 1.656 1.452
H 4.747 -1.590 6.177
S 3.612 -0.870 -4.377
C 4.162 -0.819 -5.988
C 3.126 -0.801 -6.869
C 1.862 -0.829 -6.217
C 1.954 -0.871 -4.856
C 0.856 -0.888 -3.871
C 1.107 -1.061 -2.498
N 0.173 -1.054 -1.567
C -1.129 -0.907 -1.923
C -1.484 -0.749 -3.265
C -2.871 -0.590 -3.619
C -3.833 -0.587 -2.678
C -3.501 -0.744 -1.285
C -4.468 -0.728 -0.269
C -4.123 -0.867 1.057
C -2.745 -1.039 1.326
N -1.823 -1.056 0.383
C -2.167 -0.907 -0.914
C -5.114 -0.845 2.150
C -4.900 -0.857 3.501
C -6.103 -0.817 4.262
C -7.209 -0.776 3.474
S -6.803 -0.786 1.821
C -0.464 -0.736 -4.228
H 5.225 -0.810 -6.200
H 3.257 -0.774 -7.945
H 0.918 -0.830 -6.755
H 2.126 -1.227 -2.151
H -3.124 -0.470 -4.668
H -4.877 -0.465 -2.954
H -5.512 -0.601 -0.546
H -2.393 -1.175 2.347
H -3.916 -0.886 3.960
H -6.137 -0.820 5.346
H -8.248 -0.743 3.779
H -0.735 -0.601 -5.271
Te 1.202 -3.856 0.930